# 1
{"formula": "CH4N2OS", "method": "ωB97M-V/def2-TZVPD", "elements": ["C", "H", "H", "H", "H", "N", "N", "O", "S"], "coordinates": [[-0.231, 0.641, -0.404], [-1.369, -0.533, 0.940], [-2.125, 0.293, -0.567], [1.559, 0.305, -0.676], [1.794, -1.508, 1.306], [-1.303, 0.070, -0.106], [1.047, 0.204, 0.324], [0.754, -1.262, 0.604], [-0.126, 1.790, -1.421]], "mulliken_charge": [0.40, 0.33, 0.20, 0.30, 0.38, -0.38, -0.23, -0.53, -0.46], "orbital_gap_ha": 0.3250, "charge": 0, "total_energy_ha": -623.27720, "relative_energy_kcal_mol": 114.21, "homo_energy_ev": -8.67}

# 2
{"formula": "CH4N2OS", "method": "ωB97M-V/def2-TZVPD", "elements": ["C", "H", "H", "H", "H", "N", "N", "O", "S"], "coordinates": [[-0.258, 0.305, -0.127], [-2.319, 0.581, -0.569], [-1.714, -1.329, -0.249], [0.740, -1.306, 0.806], [2.317, 0.859, 0.826], [-1.538, -0.137, -0.281], [0.675, -0.676, -0.013], [0.032, 1.557, -0.044], [2.064, 0.147, -0.348]], "mulliken_charge": [0.61, 0.27, 0.28, 0.30, 0.14, -0.46, -0.34, -0.59, -0.20], "orbital_gap_ha": 0.3281, "charge": 0, "total_energy_ha": -623.38368, "relative_energy_kcal_mol": 47.39, "homo_energy_ev": -8.52}

# 3
{"formula": "CH4N2OS", "method": "ωB97M-V/def2-TZVPD", "elements": ["C", "N", "N", "O", "S", "H", "H", "H", "H"], "coordinates": [[-1.530, 0.021, -0.560], [-3.710, -0.524, 0.183], [-2.568, -0.187, -0.049], [3.893, -0.101, -0.333], [2.390, -0.371, 0.311], [-0.491, -0.032, -0.407], [1.823, 0.778, -0.119], [-4.299, 0.167, 0.636], [4.492, 0.248, 0.337]], "mulliken_charge": [0.14, -0.83, 0.50, -0.47, -0.02, -0.06, 0.15, 0.24, 0.35], "orbital_gap_ha": 0.3341, "charge": 0, "total_energy_ha": -623.28812, "relative_energy_kcal_mol": 107.35, "homo_energy_ev": -8.88}

# 4
{"formula": "CH4N2OS", "method": "ωB97M-V/def2-TZVPD", "elements": ["O", "N", "C", "N", "S", "H", "H", "H", "H"], "coordinates": [[0.978, -1.336, -0.097], [1.418, -0.033, -0.224], [0.514, 0.842, -0.199], [-0.848, 0.766, -0.083], [-1.811, -0.606, -0.274], [1.713, -1.926, -0.157], [0.893, 1.878, -0.321], [-1.310, 1.534, 0.409], [-1.547, -1.120, 0.945]], "mulliken_charge": [-0.34, -0.37, 0.12, -0.30, -0.12, 0.31, 0.29, 0.27, 0.13], "orbital_gap_ha": 0.3529, "charge": 0, "total_energy_ha": -623.35297, "relative_energy_kcal_mol": 66.66, "homo_energy_ev": -8.85, "smiles": "O/N=C\\NS"}